(1)
Below is 2 unconnected molecules or ions with the total composition C3H7ClO, with properties calculated with ωB97M-V/def2-TZVPD.

Atoms and positions in Å:
Cl: -2.430 1.216 -0.314
O: -1.848 0.185 -1.369
C: 0.413 -1.420 -0.003
C: 0.442 1.063 0.625
C: 0.612 0.006 -0.309
H: 0.993 1.963 0.365
H: -0.467 -1.770 -0.545
H: -0.669 1.363 0.544
H: 1.251 -2.010 -0.377
H: 0.850 0.237 -1.336
H: 0.270 -1.604 1.058
H: 0.584 0.770 1.661

Summary:
Gap between HOMO and LUMO (alpha / beta)   7.31 / 7.12 eV
HOMO (alpha / beta)   -0.304 / -0.302 Ha

=====

(2)
Below is a molecular structure, C3H7ClO, with properties calculated with ωB97M-V/def2-TZVPD.

Atoms and positions in Å:
Cl: 1.273 1.156 -0.092
O: -1.634 -1.495 -0.256
C: -0.067 -0.699 1.341
C: -0.342 0.667 -0.845
C: -0.584 -0.699 -0.132
H: 0.854 -0.120 1.490
H: -0.831 1.353 -0.371
H: -1.463 -2.596 -0.926
H: -0.214 -1.514 1.885
H: -0.520 0.836 -1.953
H: -0.549 0.244 1.963
H: 0.113 -1.517 -0.654

Summary:
Gap between HOMO and LUMO   9.37 eV
HOMO   -0.354 Ha

=====

Result of the stability comparison: (1) is the most stable of them.

=====

(1)
Below is a molecular structure, C43H36N9O6RbS5, with properties calculated with ωB97M-V/def2-TZVPD.

Atoms and positions in Å:
Rb: -1.050 1.745 0.879
S: -1.457 -1.194 4.022
S: -1.257 -3.191 7.852
S: 0.563 -2.309 5.866
S: -3.697 -2.179 6.460
S: 1.640 -3.769 8.252
O: -2.811 5.754 -0.284
O: -5.536 6.681 2.961
O: 0.442 2.773 2.948
O: 9.260 -1.454 -7.711
O: -1.959 3.702 -0.526
O: -4.321 7.044 1.139
N: 1.555 0.497 0.355
N: -4.169 2.789 2.763
N: -4.590 -1.427 -0.010
N: -3.385 -1.688 0.090
N: 3.623 -1.088 -4.466
N: -3.855 0.655 -0.919
N: -0.211 -0.553 -1.413
N: -3.422 2.841 1.653
N: 5.082 -0.298 -2.982
C: -4.308 4.864 2.113
C: -6.108 -0.082 -1.293
C: -0.768 -1.403 -3.580
C: 2.043 0.074 -0.818
C: 3.404 0.168 -1.139
C: -1.095 -0.998 -2.280
C: -1.119 -1.919 5.517
C: 4.929 -0.786 -4.190
C: 5.819 -1.537 -6.406
C: -4.031 -3.752 1.321
C: 0.381 -3.100 7.383
C: -4.113 1.745 -1.633
C: 1.338 2.442 5.149
C: 1.501 -0.874 -3.070
C: -3.615 -4.830 2.078
C: 8.365 -0.773 -5.656
C: -0.693 3.864 4.761
C: -1.731 -3.012 1.142
C: -3.471 4.104 1.254
C: 6.018 -0.986 -5.149
C: -3.076 -2.851 0.859
C: 3.816 -0.278 -2.442
C: -4.051 -3.336 5.115
C: 0.102 2.646 4.256
C: -4.829 -0.226 -0.778
C: -4.713 3.971 3.080
C: 7.313 -0.605 -4.785
C: -4.765 6.281 2.110
C: 3.749 1.151 1.008
C: -6.368 1.051 -2.046
C: -2.670 4.546 0.042
C: 2.368 1.035 1.246
C: 0.544 -1.345 -3.973
C: -5.352 1.977 -2.224
C: -1.325 -4.090 1.917
C: 4.269 0.716 -0.184
C: 6.872 -1.713 -7.298
C: 1.075 -0.469 -1.789
C: -1.963 -2.331 6.505
C: 8.151 -1.328 -6.920
C: 2.899 -0.760 -3.341
C: 9.081 -2.018 -8.990
C: -2.263 -4.998 2.376
H: 5.323 0.796 -0.412
H: -2.114 -1.042 -1.919
H: -5.510 2.888 -2.783
H: -1.152 3.684 5.738
H: 0.833 -1.656 -4.971
H: -3.537 -3.008 4.211
H: -1.481 4.098 4.042
H: -0.050 4.745 4.835
H: -1.950 -5.830 2.993
H: 4.376 1.601 1.766
H: 7.469 -0.176 -3.807
H: 8.693 -3.039 -8.923
H: -7.350 1.212 -2.472
H: -0.550 1.749 4.456
H: -1.028 -2.265 0.797
H: 1.078 2.284 6.199
H: -3.739 -4.345 5.380
H: -5.327 4.123 3.948
H: 8.403 -1.412 -9.600
H: -5.075 -3.587 1.094
H: 3.264 -1.462 -5.325
H: -6.854 -0.836 -1.092
H: -1.544 -1.753 -4.248
H: -4.344 -5.533 2.461
H: 1.892 1.436 2.144
H: -4.185 1.932 3.295
H: 6.676 -2.145 -8.268
H: 9.368 -0.480 -5.382
H: 1.894 1.567 4.805
H: -3.705 6.493 0.514
H: -5.127 -3.324 4.951
H: 4.832 -1.846 -6.725
H: 1.994 3.313 5.075
H: -3.313 2.471 -1.693
H: -0.285 -4.184 2.195
H: 10.064 -2.036 -9.455

Summary:
Charge   -2
Gap between HOMO and LUMO   4.26 eV
HOMO   -0.063 Ha

=====

(2)
Below is a molecular structure, C43H36N9O6RbS5, with properties calculated with ωB97M-V/def2-TZVPD.

Atoms and positions in Å:
Rb: 0.939 2.336 1.160
S: 6.774 -2.719 1.782
S: 3.959 -0.752 2.156
S: 5.100 -3.163 7.359
S: 4.077 -1.659 4.991
S: 6.418 -3.263 4.695
O: 2.397 4.828 -2.379
O: 1.346 4.019 -0.584
O: 4.382 4.261 -3.889
O: -0.286 1.274 3.423
O: -5.609 -5.862 -8.447
O: 5.945 2.693 -3.945
N: -3.482 -1.667 -3.930
N: 4.271 1.221 -0.470
N: -2.001 -3.309 -3.783
N: 0.585 -0.949 -0.318
N: -0.905 2.355 4.055
N: -1.280 1.026 -0.442
N: 1.888 2.878 3.758
N: 3.242 2.057 -0.308
N: -0.353 3.627 4.103
C: 4.413 2.594 -2.165
C: -1.673 -2.314 -2.895
C: 3.584 4.543 3.360
C: 0.419 -3.243 -1.897
C: -4.327 1.058 3.657
C: -3.872 -5.546 -6.910
C: -5.066 -5.086 -7.465
C: 2.255 4.011 -1.426
C: 4.742 -1.679 3.347
C: -3.394 0.974 -2.237
C: -4.982 -3.187 -5.998
C: -3.032 3.306 4.640
C: -5.623 -3.901 -7.004
C: -5.080 2.080 4.224
C: 4.993 1.499 -1.563
C: 3.143 3.243 3.477
C: 3.306 2.914 -1.320
C: 1.497 -1.897 -0.246
C: 2.633 5.556 3.602
C: 0.939 3.849 3.928
C: -0.440 -1.109 -1.172
C: 7.502 -1.071 1.568
C: -6.806 -5.413 -9.044
C: 1.345 5.233 3.900
C: -2.947 1.136 3.578
C: -2.266 2.259 4.088
C: 5.191 -2.722 5.765
C: -3.790 -3.630 -5.442
C: -0.561 -2.247 -1.989
C: -0.327 0.232 5.672
C: 0.362 0.343 4.325
C: -3.085 -2.894 -4.391
C: -2.504 -0.106 -2.166
C: -3.246 -4.827 -5.917
C: -4.409 3.201 4.706
C: 0.373 -0.970 3.565
C: 1.456 -3.068 -1.018
C: 5.851 -2.464 3.245
C: -2.131 2.026 -0.521
C: 4.971 3.195 -3.411
C: -3.208 2.053 -1.414
C: -2.578 -1.284 -2.968
C: -1.434 -0.031 -1.250
H: 8.230 -0.871 2.351
H: 0.848 -0.843 2.592
H: 0.211 -0.508 6.269
H: -7.066 -6.150 -9.799
H: -2.518 4.186 4.995
H: -6.675 -4.438 -9.523
H: 0.946 -1.715 4.121
H: 2.926 6.600 3.545
H: 3.842 2.419 3.345
H: 7.989 -1.062 0.593
H: -0.646 -1.339 3.419
H: -0.306 1.183 6.203
H: -5.445 -2.270 -5.654
H: 3.565 4.543 -3.291
H: -3.451 -6.472 -7.280
H: -2.381 0.338 3.122
H: 0.335 -4.121 -2.524
H: -4.215 0.956 -2.946
H: 0.588 5.987 4.072
H: -3.867 2.910 -1.446
H: -6.159 2.007 4.287
H: 4.608 4.769 3.098
H: -4.977 4.016 5.142
H: 5.863 0.935 -1.850
H: 6.702 -0.333 1.583
H: -1.962 2.858 0.155
H: 4.437 0.497 0.224
H: 2.303 -1.742 0.465
H: -7.618 -5.345 -8.314
H: -2.318 -5.173 -5.483
H: -4.825 0.181 3.256
H: -1.366 -0.087 5.568
H: -4.272 -1.135 -4.248
H: 2.239 -3.807 -0.913
H: 1.384 0.700 4.470
H: -6.549 -3.523 -7.412

Summary:
Charge   -2
Gap between HOMO and LUMO   3.86 eV
HOMO   -0.048 Ha

=====

Result of the stability comparison: (1) is the most stable of them.

=====

(1)
Below is 2 unconnected molecules or ions with the total composition C3H2N2O4, with properties calculated with ωB97M-V/def2-TZVPD.

Atoms and positions in Å:
O: 1.461 -1.026 -0.561
O: -2.424 -0.489 1.087
O: 3.321 -2.324 -0.111
O: 1.409 1.852 1.609
N: 0.527 1.375 0.971
N: -2.566 0.002 0.027
C: -1.281 0.519 -0.605
C: 2.389 -1.659 -0.337
C: -0.331 1.030 0.292
H: -1.686 1.166 -1.422
H: -0.820 -0.445 -0.951

Summary:
Gap between HOMO and LUMO   9.00 eV
HOMO   -0.346 Ha

=====

(2)
Below is C3H2N2O4 in the gas phase, with properties calculated with ωB97M-V/def2-TZVPD.

Atoms and positions in Å:
O: 1.349 0.706 0.414
O: 0.029 -1.073 -0.457
O: -2.121 -1.369 0.000
O: 2.073 -1.356 0.092
N: -1.239 0.749 0.581
N: 0.717 1.818 -0.323
C: -0.553 1.742 -0.217
C: -1.250 -0.600 -0.003
C: 1.188 -0.613 -0.042
H: -1.094 2.538 -0.959
H: -2.220 1.048 0.328

Summary:
Gap between HOMO and LUMO   11.37 eV
HOMO   -0.415 Ha

=====

Result of the stability comparison: (2) is the most stable of them.

=====

(1)
Below is 2 unconnected molecules or ions with the total composition C2H3BrO2, with properties calculated with ωB97M-V/def2-TZVPD.

Atoms and positions in Å:
Br: -2.185 -1.734 1.953
O: -0.918 0.131 -0.844
O: -0.127 0.667 -1.945
C: 0.398 0.347 -0.765
C: 1.425 0.419 -0.025
H: 1.262 -0.101 0.900
H: 2.156 0.903 -0.531
H: -2.011 -0.632 1.258

Summary:
Gap between HOMO and LUMO   11.15 eV
HOMO   -0.386 Ha

=====

(2)
Below is a molecular structure, C2H3BrO2, with properties calculated with ωB97M-V/def2-TZVPD.

Atoms and positions in Å:
Br: -2.424 -0.070 0.070
O: 0.207 -0.989 -0.103
O: 0.133 1.042 -0.146
C: -0.597 -0.006 -0.655
C: 0.851 0.062 0.588
H: 1.931 0.095 0.424
H: 0.607 0.046 1.660
H: -0.708 -0.180 -1.838

Summary:
Gap between HOMO and LUMO   11.20 eV
HOMO   -0.379 Ha

=====

Result of the stability comparison: (2) is the most stable of them.

=====

(1)
Below is C11H18N2 in the gas phase, with properties calculated with ωB97M-V/def2-TZVPD.

Atoms and positions in Å:
N: -0.352 -1.476 -2.240
N: -2.530 -2.010 -2.390
C: -1.017 -0.548 -1.455
C: -0.989 -0.128 1.615
C: -0.245 0.570 -0.662
C: -2.366 -0.933 -1.561
C: 1.082 -1.461 -2.562
C: -0.851 1.012 0.696
C: 0.015 2.046 1.425
C: -2.183 1.709 0.471
C: 1.542 -2.642 -3.375
C: 2.005 -2.462 -1.986
C: -1.306 -2.277 -2.769
H: -1.144 -3.145 -3.361
H: 0.092 2.952 0.753
H: -0.390 2.324 2.390
H: 0.832 0.320 -0.439
H: 1.503 -0.557 -2.995
H: 0.940 -3.567 -3.469
H: 3.070 -2.329 -1.828
H: -0.256 1.375 -1.426
H: -1.816 0.101 2.354
H: -3.161 -0.335 -1.244
H: -2.900 0.919 0.316
H: -1.311 -1.025 1.076
H: -2.412 2.453 1.247
H: 1.014 1.708 1.715
H: 1.589 -3.162 -1.241
H: 2.228 -2.516 -4.123
H: -2.083 2.320 -0.517
H: -0.028 -0.358 2.068

Summary:
Gap between HOMO and LUMO   9.05 eV
HOMO   -0.304 Ha

=====

(2)
Below is a molecular structure, C11H18N2, with properties calculated with ωB97M-V/def2-TZVPD.

Atoms and positions in Å:
N: -0.620 -2.878 0.235
N: -1.455 0.307 0.678
C: 1.582 0.148 -1.560
C: -1.935 1.519 0.105
C: -0.787 -0.407 -0.332
C: 1.946 -0.854 0.698
C: -2.243 -0.343 1.705
C: -0.738 -1.803 -0.108
C: 1.884 0.188 1.810
C: 0.512 -0.545 -2.387
C: 1.295 1.098 0.814
C: 1.204 -0.010 -0.111
C: -0.853 -0.158 -1.849
H: 0.500 -0.376 -3.426
H: -3.026 -1.074 1.392
H: 2.775 0.288 2.352
H: 2.999 -0.908 0.314
H: 0.339 1.568 1.142
H: -1.627 -0.830 -2.216
H: 2.558 -0.257 -1.851
H: -1.109 1.854 -0.466
H: -2.069 2.166 1.056
H: 1.552 -1.902 0.973
H: 0.622 -1.646 -2.288
H: 1.959 1.845 0.596
H: -2.583 0.487 2.383
H: -2.960 1.469 -0.456
H: 1.162 -0.196 2.422
H: -1.161 0.895 -2.078
H: -1.369 -0.937 2.205
H: 1.649 1.292 -1.752

Summary:
Gap between HOMO and LUMO   8.65 eV
HOMO   -0.290 Ha

=====

Result of the stability comparison: (1) is the most stable of them.

=====

(1)
Below is 2 unconnected molecules or ions with the total composition C3H6N2O2, with properties calculated with ωB97M-V/def2-TZVPD.

Atoms and positions in Å:
O: -2.056 -1.063 -0.878
O: -0.032 -1.274 -1.853
N: -1.237 1.327 0.415
N: -0.324 0.525 -0.313
C: 1.118 -0.424 1.124
C: 2.190 0.088 1.415
C: -0.885 -0.772 -0.948
H: 3.207 0.295 1.675
H: 0.438 -1.289 0.942
H: 0.869 -0.943 -1.711
H: -1.936 1.762 -0.189
H: 0.469 1.019 -0.710
H: -1.820 0.749 1.030

Summary:
Gap between HOMO and LUMO   9.22 eV
HOMO   -0.321 Ha

=====

(2)
Below is C3H6N2O2 in the gas phase, with properties calculated with ωB97M-V/def2-TZVPD.

Atoms and positions in Å:
O: 1.236 -0.597 0.760
O: -1.145 1.124 1.048
N: 1.309 0.577 -1.222
N: -1.670 -0.140 -0.770
C: -0.119 -1.020 0.911
C: 1.536 0.498 0.017
C: -1.047 0.088 0.421
H: 1.662 1.469 -1.568
H: 2.010 1.269 0.631
H: -0.289 -1.979 0.409
H: -0.270 -1.155 1.986
H: -1.945 0.707 -1.249
H: -1.266 -0.841 -1.373

Summary:
Gap between HOMO and LUMO   10.94 eV
HOMO   -0.368 Ha

=====

Result of the stability comparison: (2) is the most stable of them.